ORCA calculation (ωB97M-V with the def2-TZVPD basis set) on 2 unconnected molecules or ions with the total composition C4H9BrNO in a non-equilibrium geometry.

Its largest force on an atom is 0.0678 hartree/bohr. For the lowest unoccupied orbital energy, the calculation gives -5.5 eV. As for the energy above the lowest of the compared OMol25 structures with the same formula, charge and spin: 35.62 kcal/mol.

```
! wB97M-V def2-TZVPD RIJCOSX def2/J DEFGRID3
* xyz 1 1
C 0.88804 2.07171 -1.23826
C 0.85340 0.74607 -1.35505
C -0.50264 -0.07569 -0.90391
C -0.12871 -1.40166 -0.34289
N -0.77481 -0.21762 2.11387
O 0.98945 -1.65238 0.16623
Br -1.44767 -2.72889 -0.37568
H 1.86923 2.48321 -1.41787
H 0.12943 2.81966 -0.83453
H 1.71379 0.20008 -1.72899
H -1.19841 -0.18596 -1.76823
H -0.98689 0.53496 -0.13448
H -0.56236 -0.86142 2.91670
H -0.04708 0.50102 2.14956
H -1.73833 0.14739 1.99585
H 0.94356 -2.38050 0.75769
*
```



ORCA calculation (ωB97M-V with the def2-TZVPD basis set) on a gas-phase ion, C4H9BrNO (charge +1) in a non-equilibrium geometry.

Its largest force on an atom is 0.0940 hartree/bohr. For the lowest unoccupied orbital energy, the calculation gives -3.6 eV. As for the energy above the lowest of the compared OMol25 structures with the same formula, charge and spin: 65.27 kcal/mol.

```
! wB97M-V def2-TZVPD RIJCOSX def2/J DEFGRID3
* xyz 1 1
C 0.32953 1.47405 -0.18685
C 0.43185 -0.06087 -0.31501
C -1.45638 0.24573 0.43626
C 1.52292 -2.08799 0.05051
N -1.09183 1.67280 0.15951
O 1.19069 -0.80768 0.45680
Br -3.21100 -0.35622 -0.23008
H 1.08964 1.81753 0.65502
H 0.52027 1.85788 -1.11154
H 0.32420 -0.47766 -1.29337
H -1.30167 -0.05666 1.39822
H 1.43031 -2.92475 0.84378
H 2.40630 -2.17136 -0.58268
H 0.68116 -2.39280 -0.66706
H -1.14851 2.34334 0.95710
H -1.71748 1.92467 -0.57063
*
```



ORCA calculation (ωB97M-V with the def2-TZVPD basis set) on a molecular structure, C4H9Cl in a non-equilibrium geometry.

Its largest force on an atom is 0.0961 hartree/bohr. For the lowest unoccupied orbital energy, the calculation gives 0.6 eV. As for the energy above the lowest of the compared OMol25 structures with the same formula, charge and spin: 158.26 kcal/mol.

```
! wB97M-V def2-TZVPD RIJCOSX def2/J DEFGRID3
* xyz 0 1
C 1.75276 -0.84784 0.13331
C 0.66345 -0.08651 -0.62272
C -0.69755 -0.16603 0.22560
C -1.55242 1.05343 -0.12525
H 3.04859 -0.44418 0.32599
H 1.06877 -0.59119 1.40930
H 1.64191 -2.01040 -0.25956
H 0.38903 -0.27148 -1.66349
H 0.95556 0.88333 -0.74128
H -0.45692 0.00915 1.28425
H -2.42763 0.67767 -0.99666
H -0.70580 1.80028 -0.19687
H -2.13782 1.57133 1.33170
Cl -1.54193 -1.57756 -0.10433
*
```